(1)
# C11H32InN2O8P2

C11H32InN2O8P2 as an isolated structure at a distorted geometry (the ωB97M-V functional and the def2-TZVPD basis, the Open Molecules 2025 dataset).

Results
Spin multiplicity: 1
Net charge: -1
E_HOMO: -3.52 eV
Energy: -55036.030 eV

```
56
Properties=species:S:1:pos:R:3:forces:R:3:lowdin_charge:R:1
C -0.139122 1.369855 0.637923 0.0 -0.2 0.2 -0.201
N -1.069061 0.250502 0.691523 -0.5 0.6 0.0 -0.209
C -2.235103 0.555787 -0.203455 0.4 -0.4 -0.4 -0.379
In -2.236526 -0.622360 -2.106950 -0.8 0.0 0.1 0.387
N -1.206939 -2.502321 -1.872796 0.3 0.5 -0.2 -0.060
C -0.452560 -2.923141 -2.787006 -0.2 -0.1 0.5 -0.612
C -0.469449 -2.524578 -4.256754 0.3 -0.6 -0.1 -0.115
C 0.593013 -3.993592 -2.473049 -0.2 -0.2 -0.6 -0.094
H -0.549076 2.276460 1.110247 0.1 0.1 0.0 0.061
H 0.805989 1.110167 1.119991 0.1 0.1 0.1 0.054
H 0.064456 1.624998 -0.400778 0.1 -0.1 -0.1 0.067
H -1.452496 0.244675 1.630507 0.2 -0.2 0.1 0.060
H -3.171045 0.416998 0.336225 0.0 -0.2 0.1 0.007
H -2.206693 1.610979 -0.504695 -0.1 0.1 0.1 0.003
H -3.964591 -1.008422 -2.430421 0.1 0.0 0.0 -0.151
H -1.628737 0.399193 -3.435521 0.2 -0.1 0.0 -0.131
H -1.418182 -2.103354 -4.568561 0.0 0.3 0.1 0.034
H -0.302407 -3.424649 -4.857109 0.0 0.0 -0.1 0.056
H 0.366910 -1.865383 -4.492139 -0.1 0.3 0.0 0.067
H 1.608169 -3.624612 -2.640956 0.1 0.1 0.1 0.054
H 0.468498 -4.828061 -3.170609 0.1 -0.2 0.1 0.054
H 0.468832 -4.345566 -1.455726 0.0 0.1 0.1 0.056
C -6.124593 2.362812 2.306228 -0.2 -0.2 -0.2 -0.104
O -4.891843 2.992806 2.677114 2.4 2.6 0.4 -0.285
P -4.058532 2.235956 3.876118 -4.2 -5.9 0.9 0.618
O -4.163985 0.850049 3.344225 0.2 0.1 -0.1 -0.256
O -5.155481 2.639699 5.026919 0.4 0.8 -0.1 -0.258
C -5.508909 4.007127 5.252826 -0.2 -0.1 0.0 -0.112
O -2.926909 1.955122 5.037049 1.1 3.0 -0.7 -0.273
C -2.757539 0.609613 5.486160 0.4 -0.3 -0.2 -0.114
H -6.723309 3.135860 1.825743 0.1 0.1 0.0 0.090
H -5.927898 1.558482 1.602669 0.1 -0.1 0.1 0.090
H -6.653566 1.977060 3.175973 0.1 0.0 0.0 0.086
H -6.530959 4.175970 4.911550 0.0 0.0 0.0 0.085
H -4.852148 4.702243 4.731621 0.0 0.0 0.0 0.082
H -5.450266 4.202158 6.322756 0.0 0.0 0.0 0.084
H -2.290402 -0.013721 4.728868 -0.1 0.0 -0.1 0.084
H -3.718244 0.189057 5.776472 0.0 0.0 -0.1 0.090
H -2.098262 0.676498 6.351536 0.0 0.1 0.0 0.088
C 3.662772 -1.112136 -0.846198 -0.4 -0.1 0.2 -0.055
O 4.316224 -0.348972 -1.883596 0.1 1.3 -1.3 -0.225
P 5.488745 -1.081800 -2.634863 1.7 -2.3 2.0 0.386
O 5.170667 -2.456028 -3.019673 -0.1 0.0 -0.3 -0.223
O 6.608406 -1.070884 -1.446819 -0.3 -0.1 -0.1 -0.243
C 6.742768 0.049731 -0.577003 0.1 -0.1 0.0 -0.118
O 6.351745 -0.326557 -3.729496 -1.3 1.2 -0.1 -0.217
C 7.055826 -1.148953 -4.669973 0.1 0.1 -0.3 -0.095
H 3.183888 -0.399065 -0.180762 0.0 0.1 -0.1 0.093
H 2.903798 -1.757290 -1.279945 0.1 0.0 -0.1 0.089
H 4.380331 -1.704539 -0.280975 0.1 0.0 -0.1 0.089
H 6.393881 -0.224030 0.419803 0.0 0.0 0.0 0.084
H 6.175080 0.914229 -0.918006 0.0 0.0 0.0 0.085
H 7.797687 0.317763 -0.525522 0.0 0.0 0.0 0.083
H 6.369190 -1.630182 -5.361533 -0.1 -0.1 0.1 0.088
H 7.649855 -1.895917 -4.147713 0.0 0.0 0.0 0.089
H 7.708102 -0.475734 -5.221443 0.0 0.0 0.1 0.086
```
Forces are in eV/Å.



(2)
# C36H46BFO20

A 4-piece molecular cluster, C36H46BFO20 overall at a distorted geometry (the ωB97M-V functional and the def2-TZVPD basis, the Open Molecules 2025 dataset).

Results
Spin multiplicity: 1
Net charge: 0
SMILES: CCOCCOCCOC[C@@](CCF)(OC(=O)CCCOC(C)=O)B(O)CC.O=C1C=C(O)C(=O)C=C1O.O=C1C=C(O)C(=O)C=C1O.O=C1C=C(O)C(=O)C=C1O
E_HOMO: -9.36 eV
Energy: -82419.217 eV

```
104
Properties=species:S:1:pos:R:3:forces:R:3:lowdin_charge:R:1
C -3.619373 0.326015 4.186348 0.1 -0.3 -0.6 -0.073
C -4.752990 0.531289 3.184011 -0.5 -0.3 0.6 -0.252
O -5.206694 1.872472 3.036680 0.4 -0.2 0.2 -0.129
C -4.186230 2.831431 2.904993 -0.3 0.5 -0.7 -0.194
C -3.190149 2.593466 1.759237 0.4 0.6 -0.1 -0.196
O -3.794171 1.974034 0.636883 0.2 -0.2 0.1 -0.117
C -2.824545 1.651111 -0.360647 -0.3 -0.1 0.8 -0.176
C -2.339156 0.212282 -0.313361 0.5 0.4 -0.7 -0.168
O -1.289045 0.113271 0.635541 -0.2 -0.2 0.2 -0.127
C -0.522359 -1.064719 0.502277 1.0 0.5 -0.2 -0.162
C 0.882805 -0.936883 1.128865 -1.1 -0.7 -0.2 -0.276
C 1.446102 -2.397304 1.118163 0.5 0.8 0.5 -0.067
C 2.151752 -2.737698 -0.184006 0.0 -0.2 0.3 -0.160
F 2.342086 -4.122309 -0.182085 0.0 -0.2 -0.2 -0.065
O 1.779191 -0.184945 0.266848 -0.8 0.1 0.1 0.041
C 1.915716 1.140941 0.564160 -1.9 -0.2 -1.1 -0.473
O 2.925502 1.502133 1.014468 3.3 1.0 1.4 0.177
C 0.838454 2.172770 0.280536 -0.3 0.1 -0.2 -0.070
C 1.421640 3.533474 -0.135264 -0.1 0.0 0.0 -0.119
C 0.412767 4.674778 0.145535 0.1 -0.7 0.2 -0.158
O 0.316460 5.601106 -0.938602 -0.1 -0.1 0.9 0.014
C -0.236911 5.065259 -2.049023 -2.0 -0.7 1.9 -0.562
C -1.560252 4.329115 -2.004239 -0.3 -0.3 1.1 0.026
O 0.301657 5.172567 -3.069488 1.9 0.7 -3.6 0.155
B 0.871469 -0.518005 2.671171 0.1 0.3 0.4 -0.428
O -0.360531 -0.461255 3.290101 0.3 -1.2 -0.2 0.148
C 2.142782 -0.220290 3.571646 -0.4 0.8 0.0 -0.122
C 1.950103 1.201480 4.187434 -0.1 0.1 0.0 -0.095
H -2.680011 0.712938 3.796170 0.1 0.1 0.2 0.047
H -3.840021 0.723859 5.177587 -0.1 0.1 -0.1 0.084
H -3.479054 -0.755295 4.283057 0.0 0.1 0.1 0.079
H -4.542527 0.101833 2.198423 0.4 0.1 0.1 0.108
H -5.612522 -0.028407 3.566662 -0.1 0.2 -0.1 0.117
H -4.697050 3.770179 2.674730 -0.2 -0.2 0.1 0.124
H -3.649987 3.027366 3.842965 0.1 -0.3 -0.1 0.123
H -2.851378 3.598075 1.436949 0.0 -0.1 0.2 0.120
H -2.273306 2.075371 2.064806 -0.3 -0.4 0.1 0.110
H -3.281849 1.887388 -1.323237 0.1 -0.1 0.0 0.132
H -1.946337 2.280476 -0.186107 -0.1 0.0 -0.4 0.077
H -1.904589 -0.003222 -1.304444 -0.2 -0.1 0.0 0.131
H -3.144642 -0.508151 -0.144376 0.0 0.1 0.2 0.124
H -1.023469 -1.942334 0.905051 -0.1 0.2 0.3 0.120
H -0.337344 -1.270448 -0.557111 -0.2 0.1 0.0 0.121
H 0.659057 -3.124496 1.320473 0.0 0.1 -0.1 0.131
H 2.163007 -2.468975 1.944283 0.1 -0.3 -0.2 0.126
H 3.140835 -2.290053 -0.248649 -0.1 0.1 0.0 0.128
H 1.569424 -2.475861 -1.068120 0.0 0.0 0.0 0.121
H 0.263284 2.314071 1.204426 0.0 -0.3 0.0 0.132
H 0.137976 1.842102 -0.485484 0.0 -0.2 0.2 0.114
H 2.335372 3.776020 0.401889 0.1 -0.3 0.0 0.114
H 1.701434 3.470492 -1.190465 -0.1 0.3 0.0 0.129
H 0.751787 5.186731 1.043020 -0.1 0.5 -0.2 0.131
H -0.569701 4.260156 0.399976 0.0 0.1 -0.2 0.091
H -1.388889 3.295953 -2.311518 0.1 0.1 -0.1 0.091
H -2.018503 4.281482 -1.013544 0.0 0.2 -0.2 0.062
H -2.289944 4.765331 -2.682726 0.3 0.2 -0.2 0.100
H -0.261506 -0.862528 4.166757 -0.2 0.7 0.1 0.124
H 2.181673 -0.900120 4.431419 0.2 -0.2 -0.3 0.108
H 3.080106 -0.216727 3.016055 0.1 -0.3 0.1 0.099
H 2.584695 1.361958 5.061145 0.1 -0.1 -0.2 0.073
H 0.922315 1.357427 4.525635 0.0 -0.1 0.0 0.066
H 2.161785 1.995748 3.467910 0.1 -0.1 0.0 0.066
O -2.056841 -2.714218 -0.940288 -0.6 -0.6 -0.2 0.068
C -2.262667 -3.833390 -1.382712 0.4 0.0 -0.4 -0.280
C -1.534742 -4.386112 -2.514181 0.0 0.2 0.2 0.083
C -1.818222 -5.616531 -2.960852 0.4 0.3 -0.2 -0.234
O -1.178158 -6.162650 -3.989506 -0.3 -0.3 0.2 0.121
C -2.883488 -6.458867 -2.323241 -0.4 -0.1 0.4 -0.311
O -3.108683 -7.561042 -2.783849 0.2 0.1 -0.2 0.117
C -3.595891 -5.911719 -1.174149 0.0 -0.2 -0.2 0.080
C -3.308798 -4.683947 -0.727610 -0.4 -0.3 0.3 -0.228
O -3.933314 -4.145027 0.321153 0.3 0.3 -0.2 0.116
H -0.770668 -3.769452 -2.966728 0.0 0.0 0.0 0.137
H -1.571043 -7.049984 -4.110024 0.0 0.0 0.0 0.125
H -4.349472 -6.533460 -0.711652 0.0 0.0 0.0 0.138
H -3.546752 -3.255782 0.437465 -0.1 0.0 0.0 0.116
O 0.563166 -9.242929 2.936809 0.0 0.3 0.0 0.106
C 1.446339 -9.008268 2.132405 0.1 -0.6 -0.1 -0.317
C 2.179858 -10.051224 1.425440 -0.2 0.1 0.2 0.074
C 3.151435 -9.724840 0.564797 -0.1 -0.5 0.1 -0.239
O 3.846676 -10.642853 -0.105156 0.1 0.4 -0.1 0.112
C 3.520940 -8.295634 0.299703 -0.1 0.6 0.1 -0.310
O 4.425052 -8.062640 -0.479913 0.0 -0.3 0.0 0.114
C 2.771014 -7.252494 0.990122 0.2 0.0 -0.2 0.079
C 1.798017 -7.579699 1.847407 0.1 0.5 -0.1 -0.236
O 1.082563 -6.660568 2.501183 -0.1 -0.4 0.1 0.104
H 1.906090 -11.077414 1.626270 0.0 0.0 0.0 0.136
H 4.484531 -10.145737 -0.654400 0.0 -0.1 0.0 0.121
H 3.033196 -6.224735 0.778770 0.0 0.0 0.0 0.119
H 0.451587 -7.161398 3.054541 0.0 0.0 0.0 0.118
O 3.398066 10.996825 -3.681478 -0.2 -0.1 0.2 0.103
C 3.230615 9.888706 -4.158073 0.4 0.1 -0.4 -0.317
C 4.008429 9.379145 -5.281282 0.0 0.2 0.2 0.072
C 3.763514 8.157731 -5.769043 0.4 0.3 -0.2 -0.239
O 4.449242 7.648742 -6.792602 -0.3 -0.3 0.1 0.108
C 2.694047 7.277995 -5.191968 -0.4 -0.1 0.5 -0.305
O 2.509267 6.185342 -5.693581 0.3 0.1 -0.2 0.115
C 1.932087 7.779221 -4.053215 0.0 -0.1 -0.2 0.085
C 2.180653 8.999733 -3.564837 -0.3 -0.3 0.2 -0.233
O 1.511005 9.500766 -2.523509 0.3 0.3 -0.2 0.108
H 4.774740 10.022406 -5.690501 0.0 0.0 0.0 0.134
H 4.074045 6.759022 -6.945917 0.0 0.0 0.0 0.120
H 1.175810 7.130408 -3.633063 0.1 0.0 0.0 0.106
H 1.880557 10.392651 -2.374520 0.0 0.0 0.0 0.117
```
Forces are in eV/Å.



(3)
# C5H9N2

An isolated ion of composition C5H9N2 and charge +1 at a distorted geometry (the ωB97M-V functional and the def2-TZVPD basis, the Open Molecules 2025 dataset).

Results
Spin multiplicity: 1
Energy relative to the best compared isomer or geometry (same formula, charge and spin): 589.8 kJ/mol
Net charge: +1
SMILES: C#[N+]N1C[C@H]1CC
E_HOMO: -14.90 eV
Energy: -8299.620 eV

```
16
Properties=species:S:1:pos:R:3:forces:R:3:nbo_charge:R:1
C -3.361605 0.729535 0.383944 0.3 0.4 -0.6 0.291
N -2.408300 0.202484 -0.003877 -2.9 1.2 1.3 -0.023
N -1.407807 -0.305262 -0.602553 1.8 0.6 -0.8 -0.219
C -0.786124 -1.481548 -0.081006 0.8 -1.2 1.5 -0.236
C 0.034540 -0.249010 0.234605 -3.6 -1.8 0.6 0.065
C 1.107701 0.261325 -0.555237 3.6 -1.5 0.4 -0.481
C 2.428775 0.574169 0.192572 0.7 0.9 -2.5 -0.575
H -4.265985 1.378595 0.545048 1.3 -1.1 0.0 0.323
H -0.384567 -2.121472 -0.855404 -0.2 0.0 -0.1 0.248
H -1.317047 -2.038547 0.738738 0.6 0.7 -0.8 0.239
H -0.238320 0.127835 1.215444 0.5 0.3 0.0 0.224
H 1.430646 -0.368877 -1.353495 -0.5 -0.7 -0.8 0.238
H 0.855955 1.158632 -0.930405 -1.3 3.1 -1.6 0.243
H 2.177572 1.134640 1.007285 -0.4 1.4 2.6 0.203
H 3.137039 1.265897 -0.404975 -1.4 -1.3 0.5 0.239
H 2.997523 -0.268392 0.469314 0.5 -1.1 0.4 0.220
```
Forces are in eV/Å.



(4)
# C3H8S2

A 2-piece molecular cluster, C3H8S2 overall at a distorted geometry (the ωB97M-V functional and the def2-TZVPD basis, the Open Molecules 2025 dataset).

Results
Spin multiplicity: 1
Energy relative to the best compared isomer or geometry (same formula, charge and spin): 312.8 kJ/mol
Net charge: 0
SMILES: C=CC.SS
E_HOMO: -8.61 eV
Energy: -24908.156 eV

```
13
Properties=species:S:1:pos:R:3:forces:R:3:nbo_charge:R:1
C -2.113171 -0.564497 -1.815894 -1.9 2.4 1.3 -0.420
C -1.338680 -0.055406 -0.816015 -1.6 0.9 0.1 -0.175
C 0.036966 0.476252 -1.080752 3.2 -4.0 2.3 -0.630
H -3.247872 -0.234418 -1.950052 2.2 -1.7 1.0 0.212
H -1.673531 -0.898609 -2.728743 0.5 0.0 -0.5 0.190
H -1.742969 0.342948 0.233176 0.4 -1.0 -2.6 0.198
H 0.796708 0.177775 -0.135700 -1.7 0.4 -2.4 0.177
H 0.586735 0.132536 -2.023605 -1.1 0.8 1.2 0.228
H -0.004090 1.495603 -0.895229 -0.1 2.2 -0.5 0.223
S 2.324004 -1.417982 2.365509 -2.4 2.1 -1.0 -0.161
S 2.937039 0.011261 3.801306 -0.8 0.9 -0.6 -0.148
H 1.173560 -0.530673 1.862082 2.3 -2.2 1.0 0.161
H 2.265295 1.065209 3.183917 0.9 -0.9 0.6 0.145
```
Forces are in eV/Å.



(5)
# C26H28BrN3O3ReS

C26H28BrN3O3ReS as an isolated structure at a distorted geometry (the ωB97M-V functional and the def2-TZVPD basis, the Open Molecules 2025 dataset).

Results
Spin multiplicity: 2
Energy relative to the best compared isomer or geometry (same formula, charge and spin): 13.8 kJ/mol
Net charge: +2
E_HOMO (spin up / spin down): -13.44 / -13.44 eV
Energy: -121020.549 eV

```
63
Properties=species:S:1:pos:R:3:forces:R:3:mulliken_spin:R:1
Re 0.892319 0.943665 1.124197 0.7 1.6 -0.4 0.673
C 4.802712 2.438643 0.921145 -0.2 0.0 -0.1 0.001
C 4.367779 1.578537 -0.264437 0.1 0.1 0.0 0.006
C 5.584726 0.847342 -0.861283 -0.1 0.0 -0.1 -0.003
C 3.325183 0.535994 0.064398 -0.1 0.0 0.1 -0.046
C 3.087186 0.077777 1.377796 0.0 -0.3 0.1 0.022
C 2.247881 -1.036664 1.619414 -0.1 0.4 0.4 0.003
C 1.689317 -1.776512 0.546237 -0.2 0.2 -0.1 0.038
C 0.931977 -3.037148 0.811335 0.0 0.0 0.0 -0.005
C 1.873823 -1.275972 -0.738179 0.0 -0.2 0.1 -0.004
C 2.641828 -0.132370 -0.967979 -0.3 0.3 0.1 0.073
H 5.497261 3.201237 0.574075 0.0 0.0 0.0 0.000
H 5.325849 1.844154 1.671866 0.0 0.0 0.0 0.000
H 3.955117 2.940833 1.385548 0.0 0.0 0.1 -0.001
H 3.961743 2.227075 -1.047915 -0.1 0.0 0.0 0.000
H 6.002408 0.136273 -0.146690 0.0 0.0 0.0 0.000
H 6.356366 1.576098 -1.104476 0.0 0.0 0.0 0.000
H 5.332751 0.312364 -1.777862 0.0 0.0 0.0 0.000
H 3.634193 0.493881 2.212949 -0.1 0.2 0.0 -0.014
H 2.196723 -1.443857 2.621632 -0.1 0.1 0.0 -0.001
H 1.469114 -3.653869 1.532251 0.0 0.0 0.0 0.000
H 0.793223 -3.608234 -0.103977 0.0 0.0 0.0 0.000
H -0.050084 -2.814875 1.236833 0.0 0.0 0.0 0.002
H 1.444905 -1.804030 -1.580598 -0.1 0.1 0.0 -0.003
H 2.777612 0.212565 -1.987203 0.0 0.0 0.0 0.006
C 0.752067 3.088457 -1.075543 0.1 0.2 -0.2 0.003
O -0.181338 2.552705 -0.102954 0.0 -0.3 0.6 0.012
C -1.443490 2.258401 -0.629198 -0.3 -0.1 -0.1 0.002
C -2.330071 3.256270 -0.979174 0.1 0.1 0.1 0.001
C -3.576743 2.895825 -1.473586 -0.1 0.2 0.0 0.001
Br -4.781053 4.253112 -2.002009 0.1 -0.2 0.1 0.000
C -3.941339 1.562968 -1.562562 0.1 0.0 0.0 -0.003
C -3.044602 0.566120 -1.186395 0.0 0.1 0.0 -0.003
C -1.765356 0.920010 -0.749197 0.1 0.1 0.2 -0.003
O -0.856066 -0.021735 -0.384547 1.7 1.7 0.4 0.040
C -3.343353 -0.854056 -1.162013 -0.3 -0.2 -0.2 0.001
N -2.440512 -1.720440 -0.738292 -0.5 -0.1 0.1 0.001
C -3.035146 -2.964860 -0.781222 -0.4 -0.4 0.0 0.000
C -2.547918 -4.222627 -0.424997 0.0 0.1 0.0 0.000
C -3.399879 -5.295026 -0.573645 0.1 -0.1 0.0 0.000
C -4.705278 -5.138322 -1.065274 0.0 0.1 0.0 0.000
C -5.204684 -3.900262 -1.415420 -0.1 -0.1 0.0 0.000
C -4.349112 -2.816955 -1.263152 0.5 -0.2 0.2 0.000
N -4.503518 -1.462089 -1.495414 0.2 0.2 0.0 0.000
H 0.297669 3.932217 -1.589595 -0.1 0.0 0.1 0.000
H 1.017920 2.324027 -1.807715 0.0 0.0 0.1 0.001
H 1.622359 3.434521 -0.521544 0.0 0.0 0.0 -0.001
H -2.072058 4.298723 -0.844746 0.0 0.0 -0.1 0.000
H -4.927151 1.312890 -1.929896 0.0 0.0 0.0 0.000
H -1.417633 -0.940697 -0.344158 -0.1 -1.1 -0.2 0.003
H -1.542089 -4.342470 -0.045162 0.0 -0.1 0.0 0.000
H -3.061688 -6.285993 -0.302369 0.0 0.0 0.0 0.000
H -5.333507 -6.011636 -1.171193 0.0 0.0 0.0 0.000
H -6.215333 -3.788563 -1.784773 0.0 0.0 0.0 0.000
H -5.331279 -1.012897 -1.847304 0.0 0.0 0.0 0.000
C 1.210961 3.157280 3.123677 -0.6 0.6 0.6 0.003
O 1.631821 2.518469 1.924468 -0.3 -2.9 -1.1 0.068
H 1.340066 2.493973 3.981811 0.1 -0.1 -0.2 0.001
H 0.159564 3.452590 3.071174 0.1 0.0 -0.1 0.006
H 1.819216 4.048136 3.275292 0.1 -0.1 -0.2 -0.002
S -2.621965 -0.704999 3.675140 0.2 0.2 -0.2 0.103
C -1.459219 -0.059838 2.858122 -0.2 -0.2 0.1 -0.004
N -0.562176 0.433864 2.224288 0.2 0.1 0.1 0.018
```
Forces are in eV/Å.